17
Properties=species:S:1:pos:R:3:mulliken_charge:R:1 method="wB97M-V/def2-TZVPD" total_charge=0 homo_energy_ev=-9.2 smiles="C=CC1CC1.C=O" e_lumo_ha=0.0368 relative_energy_kcal_mol=54.4 max_force_ev_per_a=0.549
O -0.13762 -1.61413 2.89722 -0.482
C -0.76434 -1.38094 1.89349 -0.001
C -0.23768 1.01520 1.54692 -0.970
C 0.36894 0.41637 0.52000 -0.272
C -0.15273 0.42022 -0.86118 0.142
C 0.83492 0.81473 -1.92983 -0.619
C 0.27842 -0.57260 -1.91550 -0.622
H -1.77949 -0.93275 1.87661 0.289
H -1.21365 1.48205 1.43692 0.329
H 0.20800 1.02922 2.53538 0.326
H -0.40606 -1.63019 0.87376 0.183
H 1.31770 -0.10192 0.68223 0.338
H -1.16349 0.81179 -0.95867 0.353
H 0.50430 1.52325 -2.68119 0.260
H 1.86205 0.93962 -1.59630 0.237
H -0.45094 -0.82299 -2.68097 0.260
H 0.93168 -1.39694 -1.63890 0.250

17
Properties=species:S:1:pos:R:3:mulliken_charge:R:1 method="wB97M-V/def2-TZVPD" total_charge=0 homo_energy_ev=-9.7 smiles=C#C[C@](C)(O)CC e_lumo_ha=0.0305 relative_energy_kcal_mol=60.3 max_force_ev_per_a=1.182
C -0.95522 -1.85033 0.14989 -1.211
C -1.03077 -0.45334 -0.45921 -0.722
C 0.16178 0.43674 -0.11779 1.699
C 0.12784 1.78344 -0.82586 -1.702
O 0.03666 0.67460 1.30809 -0.564
C 1.48657 -0.23827 -0.23313 -1.129
C 2.24268 -0.45521 0.68883 -0.007
H -1.89223 -2.39146 -0.01751 0.389
H -0.77770 -1.79179 1.22773 0.296
H -0.14005 -2.43123 -0.29527 0.319
H -1.89716 0.08564 -0.06091 0.371
H -1.15148 -0.51813 -1.54677 0.335
H 1.02566 2.35860 -0.56902 0.423
H 0.08394 1.69462 -1.91448 0.377
H -0.75440 2.32172 -0.46895 0.386
H 0.65645 1.37997 1.54117 0.353
H 2.77742 -0.60558 1.59318 0.386

17
Properties=species:S:1:pos:R:3:mulliken_charge:R:1 method="wB97M-V/def2-TZVPD" total_charge=0 homo_energy_ev=-9.9 smiles=C[C@H]1C[C@]2(CO2)C1 e_lumo_ha=0.0329 relative_energy_kcal_mol=65.2 max_force_ev_per_a=2.932
C -2.39283 -0.11960 0.05393 -1.340
C -0.88927 -0.00400 -0.03370 0.553
C 0.11354 1.06213 0.41501 -0.816
C 1.20671 0.00893 0.20586 0.857
C 2.51924 0.16352 -0.41387 -0.472
O 2.37847 -0.08374 0.98448 -0.533
C 0.18060 -1.11724 0.03176 -0.770
H -2.68299 -0.95794 0.65931 0.316
H -2.88777 0.81090 0.33000 0.299
H -2.83156 -0.33248 -1.02429 0.265
H -1.16996 0.19224 -1.07642 0.027
H 0.12730 1.91748 -0.26475 0.269
H 0.05640 1.43148 1.43958 0.307
H 2.94770 -0.65624 -0.99255 0.235
H 2.87932 1.15863 -0.67950 0.236
H 0.16483 -1.81607 0.87848 0.290
H 0.25481 -1.69595 -0.89420 0.276

17
Properties=species:S:1:pos:R:3:mulliken_charge:R:1 method="wB97M-V/def2-TZVPD" total_charge=0 homo_energy_ev=-8.5 smiles="C=CC=C.CC=O" e_lumo_ha=0.0126 relative_energy_kcal_mol=62.8 max_force_ev_per_a=1.003
C 1.58651 -1.89644 0.13311 -1.108
C 0.47034 -1.10181 -0.49002 0.220
C 0.06208 0.52420 1.49365 -0.857
C -0.34460 1.57628 0.75834 -0.053
C -1.13994 1.74587 -0.46747 -0.160
C -1.83152 0.88054 -1.21779 -0.563
O 0.60562 -0.37105 -1.44123 -0.470
H 1.49005 -2.05160 1.21202 0.298
H 2.57568 -1.50769 -0.11835 0.299
H 1.46809 -2.87510 -0.34824 0.356
H -0.54149 -1.41906 -0.15475 0.393
H 1.03987 0.60426 1.96500 0.253
H -0.52917 -0.32691 1.81427 0.445
H 0.23167 2.47519 0.95360 0.203
H -0.86879 2.67638 -0.96307 0.211
H -2.37724 0.02205 -0.83614 0.309
H -1.89716 1.04490 -2.29291 0.226

17
Properties=species:S:1:pos:R:3:mulliken_charge:R:1 method="wB97M-V/def2-TZVPD" total_charge=0 homo_energy_ev=-8.8 e_lumo_ha=0.0296 relative_energy_kcal_mol=30.1 max_force_ev_per_a=0.618
O 1.88317 1.08578 0.76338 -0.509
C -1.63076 0.79142 -0.83872 0.108
C -1.06796 0.24401 -1.91575 -0.847
C 1.71054 -0.11183 0.03283 -0.399
C 0.63399 -1.05040 0.60656 -0.898
C -0.58212 -0.36038 1.17727 -0.098
C -1.49823 0.40592 0.57261 -0.313
H 1.94959 0.86446 1.70020 0.321
H -2.28351 1.63942 -1.03285 0.285
H -1.28905 0.63949 -2.89622 0.228
H -0.38514 -0.60954 -1.84446 0.219
H 2.65543 -0.67552 -0.03485 0.313
H 1.45061 0.20962 -0.97833 0.274
H 0.34880 -1.76521 -0.17709 0.352
H 1.08616 -1.65732 1.40187 0.355
H -0.71731 -0.49046 2.25012 0.320
H -2.26420 0.84053 1.21342 0.289

17
Properties=species:S:1:pos:R:3:mulliken_charge:R:1 method="wB97M-V/def2-TZVPD" total_charge=0 homo_energy_ev=-8.5 e_lumo_ha=0.0096 relative_energy_kcal_mol=104.4 max_force_ev_per_a=0.403
C 2.68721 -0.18803 -0.00369 -0.893
C 1.34923 -0.40974 0.58522 -0.151
C -1.29051 -0.76099 -0.87329 -0.524
C -1.51406 0.50478 -0.09333 -0.048
C -2.47961 -0.62122 0.04225 -0.655
O -0.74155 0.77375 1.04064 -0.301
C 0.63374 0.85884 0.77330 -0.394
H 3.07407 0.84299 -0.07389 0.324
H 2.53214 -0.55563 -1.03445 0.266
H 3.43891 -0.86198 0.41890 0.321
H -0.48484 -1.41249 -0.54676 0.340
H -1.46216 -0.72788 -1.94610 0.226
H -1.81510 1.39589 -0.64804 0.382
H -3.47169 -0.53406 -0.38913 0.244
H -2.42531 -1.14716 0.99051 0.246
H 0.85535 1.65770 0.03714 0.314
H 1.11417 1.18522 1.72072 0.303

17
Properties=species:S:1:pos:R:3:mulliken_charge:R:1 method="wB97M-V/def2-TZVPD" total_charge=0 homo_energy_ev=-8.3 e_lumo_ha=0.0340 relative_energy_kcal_mol=102.4 max_force_ev_per_a=0.447
C 2.18696 0.04766 0.04749 -1.312
C 0.69951 -0.14963 0.01771 0.451
C 0.04276 -1.23842 0.42573 -0.353
C -1.44801 -1.26797 0.26992 -0.508
C -1.60309 0.74229 -0.09018 -0.841
C -0.16257 0.99674 -0.50815 0.214
O 0.18247 2.24764 0.09783 -0.580
H 2.42814 0.97109 0.58799 0.291
H 2.58213 0.16654 -0.97180 0.285
H 2.70177 -0.79489 0.52352 0.357
H 0.53757 -2.11992 0.83729 0.373
H -2.04225 -1.23075 1.18339 0.303
H -1.77926 -2.15096 -0.31199 0.391
H -1.74768 -0.52420 -0.61715 0.022
H -2.36045 0.93210 -0.87305 0.173
H 0.04860 1.15618 -1.58106 0.306
H -0.26659 2.21650 0.96250 0.428

17
Properties=species:S:1:pos:R:3:mulliken_charge:R:1 method="wB97M-V/def2-TZVPD" total_charge=0 homo_energy_ev=-8.9 smiles=C[C@H]1C[C@]2(CO2)C1 e_lumo_ha=0.0381 relative_energy_kcal_mol=80.1 max_force_ev_per_a=3.330
C -2.33556 -0.33942 0.08349 -1.357
C -0.94917 0.06535 -0.42320 0.137
C 0.14206 1.10105 0.56052 -0.886
C 1.11595 0.03144 0.16803 0.744
C 2.39779 0.21283 -0.50147 -0.463
O 2.30830 -0.22456 0.85319 -0.549
C 0.11875 -1.01430 -0.22681 -0.692
H -2.25808 -0.60872 1.14719 0.336
H -3.07944 0.44957 -0.03678 0.350
H -2.75402 -1.23959 -0.40882 0.322
H -0.73774 1.00425 -0.88307 0.362
H 0.48360 2.14374 0.30950 0.345
H -0.27058 1.08831 1.55425 0.299
H 2.73252 -0.55107 -1.20503 0.236
H 2.81858 1.20522 -0.64967 0.241
H -0.14664 -1.60243 0.66906 0.227
H 0.41368 -1.72169 -1.01039 0.351

17
Properties=species:S:1:pos:R:3:mulliken_charge:R:1 method="wB97M-V/def2-TZVPD" total_charge=0 homo_energy_ev=-9.8 smiles="O=CCCC1CC1" e_lumo_ha=0.0393 relative_energy_kcal_mol=16.2 max_force_ev_per_a=0.500
O 2.19350 -1.01862 1.89990 -0.477
C 2.47343 -0.81395 0.74257 -0.010
C 1.58626 -0.08882 -0.23769 -0.591
C 0.31003 0.47532 0.38277 -0.750
C -0.78810 0.67922 -0.63696 -0.086
C -1.62181 -0.50424 -1.04449 -0.550
C -2.22363 0.59307 -0.20998 -0.633
H 3.43251 -1.18913 0.32315 0.348
H 2.18985 0.68603 -0.73211 0.365
H 1.34018 -0.81084 -1.03155 0.327
H 0.53350 1.41638 0.90018 0.357
H -0.03793 -0.21919 1.15735 0.300
H -0.56482 1.39885 -1.42388 0.396
H -1.93508 -0.59477 -2.08075 0.263
H -1.41448 -1.45386 -0.55545 0.239
H -2.94697 1.25502 -0.67733 0.268
H -2.42336 0.38116 0.83761 0.233

17
Properties=species:S:1:pos:R:3:mulliken_charge:R:1 method="wB97M-V/def2-TZVPD" total_charge=0 homo_energy_ev=-9.2 e_lumo_ha=0.0404 relative_energy_kcal_mol=45.0 max_force_ev_per_a=0.493
C 0.87453 -1.71379 -0.00986 -1.354
C 0.47984 -0.51035 0.81524 0.429
O 1.53707 0.44739 1.03481 -0.476
C 0.74076 1.48118 0.48432 -0.214
C 0.41534 1.18913 -0.93905 -0.599
C -0.40321 0.51176 0.12640 0.265
C -1.86153 0.17136 -0.08104 -1.427
H 0.24357 -2.57513 0.23254 0.319
H 0.74954 -1.48298 -1.07474 0.314
H 1.92160 -1.96890 0.17032 0.343
H 0.06031 -0.79054 1.79352 0.467
H 0.93316 2.47649 0.88046 0.412
H -0.13908 1.99856 -1.41599 0.279
H 1.10216 0.64364 -1.58837 0.196
H -1.91003 -0.40855 -1.01709 0.313
H -2.23825 -0.48765 0.71182 0.352
H -2.54562 1.01520 -0.18952 0.382

17
Properties=species:S:1:pos:R:3:mulliken_charge:R:1 method="wB97M-V/def2-TZVPD" total_charge=+1 homo_energy_ev="-13.9 / -15.3" s_squared=0.7828 e_lumo_ha="-0.1864 / -0.2697" relative_energy_kcal_mol=40.5 multiplicity=2 max_force_ev_per_a=4.843
C 2.35763 1.76137 0.61622 -1.102
C 0.93917 1.36893 0.92831 -0.026
C 0.49888 0.06839 1.09377 -0.045
C -0.76840 -0.22777 0.54118 -0.166
C -1.23588 -1.34158 -0.12398 0.436
O -0.06472 -2.13196 -0.43120 -0.466
C -2.28576 -1.33085 -1.18362 -1.026
H 2.42401 2.28742 -0.33560 0.341
H 2.99981 0.89638 0.51458 0.352
H 2.74356 2.40998 1.41020 0.330
H 0.16532 2.12983 0.82472 0.320
H 1.21761 -0.65809 1.45577 0.388
H -1.41636 0.67638 0.49294 0.289
H 0.15630 -1.80453 -1.31447 0.350
H -1.94946 -1.76606 -2.13211 0.348
H -3.13475 -2.01157 -0.96748 0.321
H -2.64695 -0.32627 -1.38923 0.355

17
Properties=species:S:1:pos:R:3:mulliken_charge:R:1 method="wB97M-V/def2-TZVPD" total_charge=+1 homo_energy_ev="-14.6 / -14.9" s_squared=0.7824 e_lumo_ha="-0.2012 / -0.2888" relative_energy_kcal_mol=40.0 multiplicity=2 max_force_ev_per_a=2.082
C 0.74105 -1.01977 2.14892 -1.419
C 0.12891 -0.97859 0.76066 0.954
C -0.11985 -2.18121 0.13718 -0.918
C -0.66971 1.72578 -1.84001 -0.413
O -0.25922 2.91102 -1.20741 -0.475
C -0.65780 0.52197 -1.03460 -0.098
C 0.07952 0.28331 0.12519 -0.075
H 1.81259 -0.87496 1.96045 0.372
H 0.38065 -0.27230 2.84663 0.385
H 0.70739 -1.98681 2.64956 0.404
H 0.23556 -3.11063 0.56151 0.334
H -0.36059 -2.20572 -0.92174 0.280
H -0.04073 1.63353 -2.74738 0.297
H -1.65569 1.95372 -2.26121 0.350
H 0.46286 2.87061 -0.57469 0.312
H -1.15403 -0.38826 -1.35946 0.342
H 0.36910 1.11832 0.75640 0.368